[1]
This record from OMol25 describes a cluster of 2 separate species, C24H41BrN4O9PS in total at a distorted geometry. The level of theory is the ωB97M-V functional and the def2-TZVPD basis.

```
81
Properties=species:S:1:pos:R:3:mulliken_charge:R:1
C 1.063 4.361 1.456 -0.35
C 2.095 3.942 0.216 -0.55
C 1.595 2.642 -0.648 -0.07
Br 1.906 2.988 -2.610 -0.11
N 2.210 1.322 -0.240 0.69
C 3.499 1.120 0.526 -0.88
O 3.153 1.323 1.972 -0.29
C 3.261 0.056 2.713 0.18
C 4.817 -0.438 3.075 -0.39
C 5.119 -1.829 3.929 0.48
C 6.617 -2.349 4.353 -0.99
C 3.787 -2.710 4.356 -0.63
C 2.239 -2.218 3.997 -0.61
C 1.912 -0.797 3.178 0.00
C 0.363 -0.341 2.892 1.98
C -0.197 0.820 3.947 -0.67
C -0.696 -1.623 3.073 -1.28
C 1.511 0.173 -0.617 -0.08
N 1.907 -1.295 -0.350 -0.27
C 0.739 -2.094 -0.954 -0.19
P 0.703 -4.002 -0.847 0.89
O 1.697 -4.402 0.353 -0.57
O 1.349 -4.700 -2.332 -0.50
O -0.912 -4.603 -0.566 -0.46
N -0.317 -1.203 -1.574 0.35
C -1.636 -1.509 -2.249 -0.64
C -1.561 -2.635 -3.438 -0.05
C -3.140 -3.056 -3.773 -0.69
C -3.537 -2.899 -5.357 -0.67
C -3.607 -1.356 -5.906 -0.42
O -3.778 -0.331 -4.864 -0.34
C -3.036 0.846 -5.378 -0.61
N 0.183 0.072 -1.359 0.13
H 0.430 5.327 1.154 0.24
H 0.296 3.520 1.728 -0.33
H 1.689 4.691 2.411 0.31
H 3.198 3.893 0.602 0.25
H 2.055 4.871 -0.532 0.45
H 0.423 2.538 -0.446 0.15
H 4.228 2.006 0.231 0.28
H 4.046 0.106 0.324 0.45
H 5.766 0.213 2.759 0.24
H 6.953 -1.993 5.439 0.25
H 6.683 -3.536 4.376 0.30
H 7.448 -1.943 3.609 0.29
H 3.982 -3.733 4.939 0.23
H 1.383 -2.954 4.374 0.21
H 0.157 0.081 1.820 -0.69
H -0.347 1.813 3.306 -0.03
H -1.273 0.556 4.368 0.27
H 0.558 1.065 4.810 0.32
H -0.946 -1.755 4.209 0.39
H -0.158 -2.578 2.600 0.25
H -1.693 -1.472 2.456 0.23
H 1.416 -3.942 -3.003 0.37
H -0.842 -5.604 -0.713 0.36
H -2.452 -1.844 -1.447 0.23
H -2.031 -0.499 -2.732 0.21
H -1.022 -3.634 -3.140 0.19
H -1.022 -2.244 -4.424 0.25
H -3.393 -4.145 -3.403 0.38
H -3.864 -2.336 -3.157 0.28
H -4.637 -3.346 -5.468 0.33
H -2.861 -3.562 -6.081 0.26
H -2.688 -1.123 -6.595 0.36
H -4.569 -1.298 -6.609 0.27
H -3.426 1.015 -6.491 0.32
H -3.161 1.812 -4.715 0.20
H -1.898 0.570 -5.466 0.27
H -0.352 0.901 -1.703 0.34
C -3.274 5.229 1.009 -0.31
C -4.495 4.313 1.022 -0.45
O -3.972 2.992 0.907 -0.33
S -2.515 2.933 1.638 1.06
O -2.701 2.405 2.972 -0.58
O -1.556 2.391 0.704 -0.45
O -2.273 4.541 1.757 -0.29
H -2.900 5.372 -0.010 0.28
H -3.484 6.203 1.458 0.33
H -5.186 4.527 0.203 0.33
H -5.029 4.382 1.976 0.31
```

## Properties
* charge: +1
* strongest force on any atom: 6.943 eV/Å
* total energy: -140082.23727 eV
* E_LUMO: -3.95 eV
* HOMO: -9.93 eV

=====

[2]
This record from OMol25 describes a cluster of 3 separate species, C2H9Cl2N2Si in total at a distorted geometry. The level of theory is the ωB97M-V functional and the def2-TZVPD basis.

```
16
Properties=species:S:1:pos:R:3:mulliken_charge:R:1
C 0.859 0.584 1.944 -0.94
C 2.390 1.029 0.221 -0.09
N -0.945 0.464 -1.014 -0.61
N 1.273 0.645 0.576 0.17
Si -2.392 0.958 -0.358 0.47
Cl -3.483 -2.611 -1.558 -0.26
Cl -2.687 1.364 1.577 -0.12
H 0.274 1.433 2.240 0.30
H 0.220 -0.256 2.034 0.37
H 1.721 0.321 2.532 0.39
H 2.597 0.895 -0.896 0.23
H 3.162 1.309 0.872 0.33
H -0.794 0.156 -1.970 0.23
H -4.378 -2.739 -2.468 0.26
H 0.495 0.430 -0.179 0.30
H -3.667 1.028 -0.968 -0.02
```

## Properties
* charge: +1
* relative energy (zero: lowest compared OMol25 entry of this formula, charge and spin): 78.73 kcal per mole
* strongest force on any atom: 4.377 eV/Å
* total energy: -38116.13862 eV
* E_LUMO: -3.85 eV
* HOMO: -14.00 eV

=====

[3]
This record from OMol25 describes a cluster of 2 separate species, C4H8O2 in total at a distorted geometry. The level of theory is the ωB97M-V functional and the def2-TZVPD basis.

```
14
Properties=species:S:1:pos:R:3:mulliken_charge:R:1
C -2.528 0.494 -0.829 -0.30
C -1.487 -0.108 -0.014 0.32
C 1.580 -0.437 -0.345 -0.58
C 1.080 0.283 0.886 -0.91
O -2.519 0.616 0.569 -0.40
O -1.269 -1.491 0.097 -0.46
H -2.337 1.450 -1.458 0.18
H -3.420 -0.109 -1.251 0.20
H 2.551 -0.841 0.012 0.26
H 1.744 0.286 -1.053 0.25
H 0.853 -1.106 -0.623 0.32
H 1.173 1.323 1.021 0.36
H 0.781 -0.160 1.794 0.43
H -0.876 -1.717 0.868 0.34
```

## Properties
* charge: 0
* relative energy (zero: lowest compared OMol25 entry of this formula, charge and spin): 152.27 kcal per mole
* strongest force on any atom: 5.670 eV/Å
* total energy: -8366.67889 eV
* E_LUMO (alpha / beta): 0.27 / 0.73 eV
* HOMO (alpha / beta): -8.03 / -8.43 eV

=====

[4]
This record from OMol25 describes a structure of composition C4H11N3O at a distorted geometry. The level of theory is the ωB97M-V functional and the def2-TZVPD basis.

```
19
Properties=species:S:1:pos:R:3:mulliken_charge:R:1
C -0.410 0.647 0.252 0.29
C 1.418 0.286 -0.239 -0.04
C 1.351 -0.551 -1.487 -1.20
C -0.776 -0.518 1.061 0.35
N -1.344 1.057 -0.772 -0.72
N -1.923 -1.231 0.736 -0.44
O 1.986 1.538 -0.506 -0.56
N 0.118 -1.028 1.878 -0.63
H 2.287 1.910 0.338 0.37
H -0.057 1.495 0.834 0.18
H 1.997 -0.205 0.539 0.37
H -2.311 1.096 -0.468 0.18
H -1.106 1.979 -1.132 0.25
H -2.675 -0.621 0.419 0.18
H -2.248 -1.880 1.439 0.25
H -0.342 -1.687 2.515 0.19
H 2.365 -0.785 -1.840 0.37
H 0.832 -1.488 -1.277 0.32
H 0.840 -0.015 -2.292 0.30
```

## Properties
* charge: 0
* relative energy (zero: lowest compared OMol25 entry of this formula, charge and spin): 59.58 kcal per mole
* strongest force on any atom: 3.244 eV/Å
* total energy: -10842.62752 eV
* E_LUMO: 0.82 eV
* HOMO: -8.23 eV

=====

[5]
This record from OMol25 describes a cluster of 2 separate species, C3H8NO3 in total at a distorted geometry. The level of theory is the ωB97M-V functional and the def2-TZVPD basis.

```
15
Properties=species:S:1:pos:R:3:mulliken_charge:R:1
O 0.257 -0.363 2.065 -0.64
C -0.124 -1.562 1.930 -0.01
O -0.226 -2.305 0.843 -0.79
H -0.419 -1.987 2.894 0.44
H 0.413 -1.476 -0.353 0.49
C 0.257 0.499 -0.586 -0.28
O 0.604 -0.803 -1.062 -0.61
C -0.187 1.411 -1.719 -0.37
N -0.469 2.739 -1.144 -0.54
H -0.509 0.382 0.185 0.22
H 1.131 0.917 -0.056 0.19
H 0.695 1.460 -2.390 0.28
H -1.029 0.914 -2.190 0.22
H -0.381 3.421 -1.884 0.20
H -1.368 2.869 -0.719 0.19
```

## Properties
* charge: -1
* relative energy (zero: lowest compared OMol25 entry of this formula, charge and spin): 33.16 kcal per mole
* strongest force on any atom: 3.443 eV/Å
* total energy: -10874.34982 eV
* E_LUMO: 3.90 eV
* HOMO: -4.60 eV

=====

[6]
This record from OMol25 describes the molecule CH5N3OS2 at a distorted geometry. The level of theory is the ωB97M-V functional and the def2-TZVPD basis.

```
12
Properties=species:S:1:pos:R:3:mulliken_charge:R:1
C -0.037 -0.368 -0.144 0.58
H -1.916 1.329 -0.663 0.38
H 0.695 1.376 0.595 0.29
H 1.125 -1.969 -0.335 0.31
H 3.167 -0.013 0.831 0.16
H -2.229 -0.287 1.172 0.23
N -0.185 0.914 0.323 -0.25
N 1.202 -1.005 0.017 -0.25
N -0.984 -1.110 -0.571 -0.53
O -0.818 1.804 -0.580 -0.44
S 2.565 -0.125 -0.415 -0.20
S -2.586 -0.546 -0.231 -0.27
```

## Properties
* charge: 0
* relative energy (zero: lowest compared OMol25 entry of this formula, charge and spin): 22.64 kcal per mole
* strongest force on any atom: 4.218 eV/Å
* total energy: -29302.81197 eV
* E_LUMO: 0.59 eV
* SMILES: ON/C(=N\S)NS
* HOMO: -8.88 eV

=====

[7]
This record from OMol25 describes a structure of composition CH3ClO2PS at a distorted geometry. The level of theory is the ωB97M-V functional and the def2-TZVPD basis.

```
9
Properties=species:S:1:pos:R:3:mulliken_charge:R:1
C -1.422 0.010 -0.165 -0.39
O 2.797 0.672 -0.223 -0.59
O 0.978 0.583 1.658 -0.53
P 1.394 0.446 0.258 0.74
S -0.174 0.963 -1.055 -0.12
Cl 1.020 -2.228 -0.305 -0.63
H -2.183 -0.273 -1.007 0.26
H -1.750 0.660 0.698 0.23
H -0.660 -0.832 0.141 0.04
```

## Properties
* charge: -1
* relative energy (zero: lowest compared OMol25 entry of this formula, charge and spin): 20.73 kcal per mole
* strongest force on any atom: 2.769 eV/Å
* total energy: -37831.02436 eV
* E_LUMO: 3.17 eV
* HOMO: -5.41 eV

=====

- Among the records above, which one has the lowest total energy?
  C24H41BrN4O9PS

=====

Copy entry 2 word for word.
This record from OMol25 describes a cluster of 3 separate species, C2H9Cl2N2Si in total at a distorted geometry. The level of theory is the ωB97M-V functional and the def2-TZVPD basis.

```
16
Properties=species:S:1:pos:R:3:mulliken_charge:R:1
C 0.859 0.584 1.944 -0.94
C 2.390 1.029 0.221 -0.09
N -0.945 0.464 -1.014 -0.61
N 1.273 0.645 0.576 0.17
Si -2.392 0.958 -0.358 0.47
Cl -3.483 -2.611 -1.558 -0.26
Cl -2.687 1.364 1.577 -0.12
H 0.274 1.433 2.240 0.30
H 0.220 -0.256 2.034 0.37
H 1.721 0.321 2.532 0.39
H 2.597 0.895 -0.896 0.23
H 3.162 1.309 0.872 0.33
H -0.794 0.156 -1.970 0.23
H -4.378 -2.739 -2.468 0.26
H 0.495 0.430 -0.179 0.30
H -3.667 1.028 -0.968 -0.02
```

## Properties
* charge: +1
* relative energy (zero: lowest compared OMol25 entry of this formula, charge and spin): 78.73 kcal per mole
* strongest force on any atom: 4.377 eV/Å
* total energy: -38116.13862 eV
* E_LUMO: -3.85 eV
* HOMO: -14.00 eV

=====

- total energy of number 4 (C4H11N3O)?
  -10842.62752 eV